(1)
Here is a 2-piece molecular cluster, C4H3NO overall at a distorted geometry from OMol25. Energies are from ωB97M-V/def2-TZVPD.

## Properties
- SMILES: N=C=C=O.C#C
- HOMO: -8.80 eV
- Energy relative to the best compared isomer or geometry (same formula, charge and spin): 4.3316 eV
- Max |F|: 0.1070 hartree/bohr
- Gap between HOMO and LUMO: 7.79 eV

Last column: Mulliken charge in e.
Cartesian coordinates (Å):
H 0.460 0.130 3.539  0.383
C -0.460 0.956 1.677  -0.393
C 0.080 0.544 2.614  -0.385
H 1.590 0.821 -1.465  0.273
C 0.255 -0.506 -1.898  -0.095
O -1.383 -2.086 -2.429  -0.315
H -0.864 1.493 0.833  0.397
C -0.689 -1.393 -1.824  0.491
N 1.012 0.042 -1.048  -0.355

=====

(2)
Here is one molecule with the formula C4H7NO from OMol25. Energies are from ωB97M-V/def2-TZVPD.

## Properties
- SMILES: O=CCN1CC1
- HOMO: -9.71 eV
- Energy relative to the best compared isomer or geometry (same formula, charge and spin): 3.0715 eV
- Max |F|: 0.0192 hartree/bohr
- Gap between HOMO and LUMO: 10.68 eV

Last column: Mulliken charge in e.
Cartesian coordinates (Å):
H 2.541 -0.497 -0.036  0.244
H -0.715 0.258 2.124  0.250
H 0.116 0.052 -1.785  0.304
C 0.565 -0.594 -1.016  -0.505
N 0.463 -0.454 0.491  -0.288
C -1.765 0.059 0.245  0.160
C 1.617 0.034 -0.201  -0.390
C -0.537 0.449 1.058  -0.353
H -0.299 1.524 0.938  0.258
H 1.693 1.116 -0.307  0.245
O -2.848 -0.289 0.632  -0.484
H -1.442 -0.026 -0.807  0.307
H 0.610 -1.631 -1.335  0.252

=====

(3)
Here is an isolated ion of composition C27H39N4O2 and charge +1 from OMol25. Energies are from ωB97M-V/def2-TZVPD.

## Properties
- SMILES: CCN(CC)CC(=O)N1c2ccccc2CCc2ccc(NC(=O)CC[NH+](CC)CC)cc21
- Charge: +1
- HOMO: -10.17 eV
- Energy relative to the best compared isomer or geometry (same formula, charge and spin): 0.3909 eV
- Max |F|: 0.0144 hartree/bohr
- Gap between HOMO and LUMO: 8.00 eV

Last column: Mulliken charge in e.
Cartesian coordinates (Å):
C -2.585 4.037 -3.986  -1.238
C 0.383 -4.205 1.290  -1.483
H -2.172 -4.567 0.994  0.468
C 1.782 -0.395 3.889  -1.073
C 2.730 0.226 1.069  -1.377
C -2.665 4.341 -0.905  -0.591
H -4.503 3.211 -3.529  0.403
C 2.105 -2.159 -0.276  -0.226
C -0.568 -3.192 0.707  0.737
H -4.529 -0.981 -0.485  0.224
C 3.217 -0.331 3.378  -0.784
H 2.341 -4.544 2.095  0.716
C 1.803 -3.733 1.603  -0.695
H -4.364 2.787 0.039  0.485
H 4.859 -4.304 -1.882  0.445
H 4.122 -2.223 -2.983  0.408
C 2.503 -3.337 0.344  0.796
N -3.433 3.387 -1.743  0.461
H -4.301 4.873 -2.964  0.349
H -2.791 2.518 -1.896  0.213
H 2.339 -0.854 -1.957  0.531
H 2.743 1.253 1.464  0.368
H 1.370 -1.394 3.766  0.215
C 3.495 -4.104 -0.247  -0.985
O 0.361 0.631 1.085  -0.665
H -2.300 3.789 -0.036  0.387
H -5.485 3.383 -1.200  0.336
H 3.266 0.217 0.118  0.583
C 2.677 -1.762 -1.477  -0.395
H 3.830 -1.021 3.964  0.438
H -5.620 0.903 -0.887  0.380
C 3.672 -2.533 -2.052  -0.986
C -2.900 -2.756 0.164  -0.830
C -4.586 2.785 -1.031  -0.843
H -0.959 -0.123 -0.663  0.751
H -1.915 4.830 -3.669  0.333
H 4.999 -1.919 2.271  0.417
H 4.684 -1.469 0.597  0.080
H -2.916 4.271 -4.994  0.413
C 1.270 -0.131 0.811  0.340
C -1.906 -3.584 0.637  -1.418
C 4.083 -3.702 -1.434  -0.696
C -4.814 1.334 -1.480  -0.661
H 5.861 0.363 2.751  0.307
C -1.237 -1.091 -0.290  -0.506
C -2.561 -1.491 -0.303  0.823
H 1.143 0.310 3.366  0.218
H 3.599 0.690 3.545  0.372
H -3.928 -3.087 0.160  0.425
H 0.444 -5.044 0.588  0.551
C 5.749 0.027 1.724  -1.353
C -3.460 5.555 -0.451  -1.145
H -2.827 6.160 0.192  0.424
N -3.607 -0.636 -0.720  -0.075
H 6.710 -0.344 1.379  0.467
H -2.034 3.100 -4.020  0.294
H 3.814 -5.019 0.230  0.475
N 3.344 -0.726 1.982  1.037
H 1.777 -2.876 2.278  -0.512
H -0.069 -4.592 2.208  0.624
H -4.340 5.273 0.121  0.317
H 5.467 0.878 1.108  0.281
N 1.062 -1.378 0.296  1.322
H -1.797 4.662 -1.480  0.473
H -3.767 6.177 -1.286  0.308
C -3.517 0.543 -1.327  0.674
C -0.245 -1.915 0.237  -0.118
C 4.706 -1.090 1.621  -0.499
H -5.113 1.299 -2.530  0.303
O -2.468 1.036 -1.760  -0.845
H 1.769 -0.148 4.948  0.465
C -3.798 3.911 -3.078  -0.439

=====

(4)
Here is C6H9NO as an isolated structure at a distorted geometry from OMol25. Energies are from ωB97M-V/def2-TZVPD.

## Properties
- HOMO: -8.72 eV
- Energy relative to the best compared isomer or geometry (same formula, charge and spin): 8.8760 eV
- Max |F|: 0.1498 hartree/bohr
- Gap between HOMO and LUMO: 9.45 eV

Last column: Mulliken charge in e.
Cartesian coordinates (Å):
H 1.324 -1.644 -1.875  0.216
C 1.152 -0.182 -1.802  -0.608
H 2.188 0.778 1.323  0.402
H 0.019 2.017 0.009  0.330
H -1.915 1.068 -0.332  0.330
N -0.095 -0.031 -0.966  -0.157
C 1.344 0.252 0.846  -0.695
C 1.011 -1.126 0.785  -0.398
O -2.149 0.847 0.476  -0.521
C -0.298 -1.121 0.104  -0.334
C -1.056 0.259 0.909  -0.214
H 1.529 -1.931 1.217  0.532
H 2.365 0.606 -1.274  0.175
H -0.941 0.316 1.898  0.597
C 0.097 0.881 0.008  -0.358
H -0.836 -1.994 -0.324  0.390
H 0.616 0.448 -2.777  0.315

=====

(5)
Here is one molecule with the formula C2H2N4O2 at a distorted geometry from OMol25. Energies are from ωB97M-V/def2-TZVPD.

## Properties
- SMILES: O/N=c1/nnnco1
- HOMO: -9.37 eV
- Energy relative to the best compared isomer or geometry (same formula, charge and spin): 8.1338 eV
- Max |F|: 0.1325 hartree/bohr
- Gap between HOMO and LUMO: 8.11 eV

Last column: Mulliken charge in e.
Cartesian coordinates (Å):
H 2.149 1.171 0.588  0.392
N 1.653 -0.608 -0.283  -0.124
N -1.707 -1.099 0.204  -0.237
C -1.152 1.287 -0.154  0.034
H -1.565 2.351 -0.411  0.341
O 2.559 0.215 -0.021  -0.322
N -2.072 0.403 -0.174  -0.235
N -0.472 -1.400 -0.005  -0.014
C 0.399 -0.386 0.060  0.533
O 0.205 1.035 0.295  -0.369

=====

(6)
Here is one molecule with the formula CH2Cl2 at a distorted geometry from OMol25. Energies are from ωB97M-V/def2-TZVPD.

## Properties
- SMILES: ClCCl
- HOMO: -11.00 eV
- Energy relative to the best compared isomer or geometry (same formula, charge and spin): 0.2671 eV
- Max |F|: 0.0318 hartree/bohr
- Gap between HOMO and LUMO: 11.87 eV

Last column: Mulliken charge in e.
Cartesian coordinates (Å):
H -0.646 -0.984 0.368  0.303
Cl -0.778 1.482 0.276  -0.159
C -0.015 -0.152 0.055  -0.244
Cl 0.736 -0.322 -1.563  -0.131
H 0.703 -0.025 0.864  0.231

=====

Number 1: E_LUMO -1.0 eV. Number 2: E_LUMO 1.0 eV. Number 3: E_LUMO -2.2 eV. Number 4: E_LUMO 0.7 eV. Number 5: E_LUMO -1.3 eV. Number 6: E_LUMO 0.9 eV.